{
  "formula": "C6H18NO3Si",
  "method": "wB97M-V/def2-TZVPD",
  "symbols": ["C", "N", "C", "C", "Si", "O", "C", "O", "C", "O", "C", "H", "H", "H", "H", "H", "H", "H", "H", "H", "H", "H", "H", "H", "H", "H", "H", "H", "H"],
  "xyz": [[2.936449, -1.099433, -0.874037], [2.038578, -0.507450, 0.168605], [0.982973, 0.512500, -0.298220], [1.295150, 1.881821, 0.212307], [-0.817177, -0.150656, 0.154707], [-1.352012, 0.871642, 1.229977], [-2.175981, 1.995311, 1.252268], [-1.690491, -0.578264, -1.098081], [-2.137801, 0.104685, -2.237720], [-0.220468, -1.475218, 0.921098], [-0.904750, -2.638202, 1.422060], [2.504321, -1.668230, -1.624866], [3.562724, -0.301851, -1.277414], [3.667595, -1.855181, -0.437508], [2.656596, 0.082894, 0.803615], [1.591922, -1.143091, 0.818030], [1.058827, 0.564376, -1.341173], [1.261713, 1.775022, 1.395497], [0.557128, 2.659119, 0.031127], [2.346300, 2.225656, -0.053564], [-2.081025, 2.501968, 2.161752], [-3.241393, 1.705148, 1.186536], [-2.097990, 2.653906, 0.408001], [-2.830941, -0.519747, -2.791089], [-1.258092, 0.340310, -2.877666], [-2.630707, 0.978211, -1.871373], [-0.216004, -3.217998, 2.098674], [-1.054688, -3.429295, 0.542705], [-1.750755, -2.267940, 1.975754]],
  "forces_ev_per_angstrom": [[2.518, -0.207, 1.980], [1.608, 2.410, 0.598], [-1.260, -0.696, 0.027], [1.598, 0.093, 3.627], [2.704, -0.751, 0.129], [-0.269, 0.307, 0.553], [-2.370, -0.668, -0.964], [-0.050, -0.939, 0.345], [0.749, 0.103, -0.562], [-0.336, -0.635, 0.099], [1.355, -1.950, -1.319], [-1.716, -0.503, -1.360], [-0.351, -0.020, -0.114], [-0.965, 1.139, 0.115], [-0.630, -0.981, -0.943], [-0.537, -0.858, -0.200], [0.275, -0.358, -1.785], [0.235, 0.533, -2.113], [0.026, -0.166, -0.478], [-1.331, -0.206, 0.129], [0.510, 0.849, 1.275], [0.338, -0.222, 0.233], [0.813, 0.461, -0.449], [-0.024, -0.056, 0.008], [-0.720, 0.075, 0.230], [-0.464, 0.891, -0.431], [-0.602, 0.967, -0.377], [-0.442, 2.013, 1.785], [-0.664, -0.622, -0.036]],
  "lowdin_charge": [0.0071, 0.0056, -0.2890, -0.0898, 0.2675, -0.1410, -0.0995, -0.1512, -0.0828, -0.2489, -0.0737, 0.0733, 0.1071, 0.1286, 0.1865, 0.1262, 0.0919, 0.1324, 0.0807, 0.1075, 0.0775, 0.1063, 0.0839, 0.0969, 0.1040, 0.0787, 0.0957, 0.1374, 0.0810],
  "smiles": "C[NH2+][C@H](C)[Si](OC)(OC)OC",
  "total_charge": 1,
  "largest_force_ev_per_a": 4.0,
  "molar_mass_g_mol": 180.300,
  "homo_energy_ev": -13.99,
  "e_above_lowest_kcal_mol": 61.0
}